No. 1
{
  "formula": "C48H62AsGe2N2OPSn",
  "method": "the ωB97M-V functional and the def2-TZVPD basis",
  "symbols": ["Sn", "C", "C", "Ge", "C", "C", "C", "C", "Ge", "C", "C", "C", "C", "C", "C", "C", "C", "C", "C", "H", "H", "H", "H", "H", "H", "H", "H", "H", "H", "H", "H", "H", "H", "H", "H", "H", "H", "H", "H", "H", "H", "H", "H", "H", "H", "C", "N", "C", "C", "C", "N", "C", "C", "O", "H", "H", "H", "H", "H", "H", "H", "H", "H", "H", "H", "H", "C", "C", "As", "C", "C", "C", "C", "C", "C", "C", "C", "C", "C", "C", "C", "P", "C", "C", "C", "C", "C", "C", "C", "C", "C", "C", "C", "C", "H", "H", "H", "H", "H", "H", "H", "H", "H", "H", "H", "H", "H", "H", "H", "H", "H", "H", "H", "H", "H", "H", "H", "H"],
  "xyz": [[-0.917, -0.279, 0.022], [-2.956, -2.219, 3.645], [-2.519, -1.436, 2.388], [-3.418, -2.329, 0.899], [-5.360, -2.335, 1.043], [-5.935, -3.730, 1.318], [-2.632, -4.056, 0.509], [-1.332, -4.388, 0.372], [-0.448, -2.969, -0.592], [4.429, 0.638, -2.544], [4.995, 1.577, -3.598], [0.177, -3.539, -2.354], [0.362, -5.031, -2.625], [-0.700, -5.694, 0.488], [-1.427, -6.890, 0.512], [-0.765, -8.096, 0.639], [0.622, -8.126, 0.755], [1.355, -6.946, 0.745], [0.691, -5.740, 0.611], [-2.567, -1.741, 4.542], [-2.588, -3.246, 3.629], [-4.043, -2.244, 3.743], [-1.423, -1.454, 2.345], [-2.843, -0.396, 2.462], [-5.794, -1.922, 0.129], [-5.607, -1.643, 1.850], [-5.727, -4.425, 0.505], [-7.017, -3.667, 1.423], [-5.547, -4.157, 2.244], [-3.363, -4.853, 0.659], [4.806, -0.378, -2.669], [3.343, 0.608, -2.620], [6.078, 1.509, -3.679], [4.723, 2.616, -3.405], [4.588, 1.305, -4.570], [1.071, -2.963, -2.603], [-0.616, -3.128, -2.997], [1.187, -5.447, -2.052], [0.580, -5.174, -3.683], [-0.534, -5.602, -2.386], [-2.505, -6.884, 0.411], [-1.326, -9.020, 0.647], [1.132, -9.074, 0.862], [2.430, -6.974, 0.854], [1.258, -4.807, 0.644], [-4.209, -2.782, -2.707], [-4.745, -1.478, -2.322], [-5.881, -1.014, -3.147], [-6.744, -0.063, -2.352], [-5.884, 1.044, -1.790], [-4.720, 0.476, -1.068], [-4.091, 1.326, -0.059], [-4.240, -0.723, -1.360], [-3.209, -1.194, -0.632], [-4.974, -3.545, -2.562], [-3.336, -3.041, -2.120], [-3.943, -2.759, -3.764], [-6.441, -1.899, -3.447], [-5.487, -0.547, -4.053], [-7.248, -0.596, -1.543], [-7.518, 0.360, -2.991], [-6.443, 1.641, -1.071], [-5.520, 1.711, -2.575], [-4.703, 2.216, 0.060], [-3.099, 1.659, -0.375], [-4.028, 0.827, 0.909], [2.341, 1.337, 1.793], [3.316, 2.505, 1.782], [2.834, 3.739, 3.287], [1.259, 4.416, 2.327], [1.339, 5.356, 1.299], [0.191, 5.782, 0.642], [-1.050, 5.263, 0.998], [-1.140, 4.324, 2.016], [0.010, 3.911, 2.684], [4.091, 5.165, 2.898], [5.324, 4.939, 2.295], [6.222, 5.984, 2.124], [5.895, 7.260, 2.559], [4.671, 7.489, 3.173], [3.775, 6.446, 3.348], [2.290, 0.225, 0.321], [4.083, 0.184, -0.090], [4.831, -0.666, 0.673], [6.239, -0.583, 0.658], [6.928, 0.360, -0.108], [6.204, 1.183, -0.922], [4.747, 1.095, -1.043], [1.339, 1.184, -0.928], [0.889, 2.490, -0.720], [-0.135, 3.020, -1.503], [-0.748, 2.255, -2.486], [-0.312, 0.951, -2.721], [0.727, 0.421, -1.951], [1.305, 1.685, 1.906], [2.533, 0.687, 2.650], [3.276, 3.085, 0.857], [4.340, 2.156, 1.926], [2.298, 5.788, 1.035], [0.261, 6.545, -0.123], [-1.947, 5.632, 0.516], [-2.109, 3.963, 2.338], [-0.072, 3.227, 3.522], [5.612, 3.946, 1.969], [7.184, 5.802, 1.663], [6.598, 8.072, 2.432], [4.419, 8.480, 3.526], [2.828, 6.637, 3.840], [4.360, -1.381, 1.338], [6.805, -1.262, 1.287], [8.006, 0.419, -0.063], [6.710, 1.899, -1.558], [4.311, 2.102, -0.980], [1.296, 3.108, 0.071], [-0.454, 4.037, -1.321], [-1.542, 2.676, -3.089], [-0.741, 0.366, -3.526], [1.105, -0.574, -2.175]],
  "mulliken_charge": [1.55, -1.52, -0.65, 0.11, -0.06, -1.39, -0.44, 0.59, -0.08, -0.01, -1.43, -0.63, -1.39, 1.25, -0.39, -0.85, -0.54, -0.73, -0.41, 0.45, 0.35, 0.39, 0.58, 0.44, 0.09, 0.61, 0.33, 0.43, 0.40, 0.46, 0.42, -0.14, 0.40, 0.38, 0.44, 0.47, 0.57, 0.38, 0.45, 0.37, 0.45, 0.46, 0.45, 0.44, 0.51, -0.75, 0.31, -0.59, -0.61, -0.59, 0.13, -0.87, -0.90, -0.58, 0.37, 0.02, 0.42, 0.41, 0.32, 0.24, 0.40, 0.48, 0.30, 0.47, 0.18, 0.19, -0.60, -1.41, 0.25, -0.15, -0.05, -0.80, -0.62, -0.62, -0.30, 0.28, -0.09, -0.66, -0.53, -0.68, -0.29, 0.11, 0.09, -0.65, -0.50, -0.90, -0.64, 0.90, -0.58, 0.91, -0.52, -0.99, -0.73, -0.50, 0.05, 0.80, 0.52, 0.73, 0.47, 0.44, 0.50, 0.62, 0.60, 0.30, 0.40, 0.41, 0.41, 0.43, 0.56, 0.48, 0.54, 0.63, 0.22, -0.09, 0.42, 0.54, 0.57, 0.83],
  "lumo_ev": -11.60,
  "e_tot_ev": -244761.7696,
  "e_above_lowest_kj_mol": 68.2,
  "charge": 4,
  "homo_energy_ev": -15.78,
  "orbital_gap_ha": 0.1539
}



No. 2
{
  "formula": "C48H62F3NO10Tl",
  "method": "the ωB97M-V functional and the def2-TZVPD basis",
  "symbols": ["Tl", "C", "O", "C", "C", "C", "C", "C", "C", "C", "C", "C", "C", "C", "C", "C", "C", "C", "C", "C", "C", "C", "C", "C", "C", "C", "C", "C", "C", "C", "C", "C", "C", "O", "C", "C", "C", "C", "C", "O", "C", "C", "C", "C", "C", "C", "O", "C", "C", "C", "C", "H", "H", "H", "H", "H", "H", "H", "H", "H", "H", "H", "H", "H", "H", "H", "H", "H", "H", "H", "H", "H", "H", "H", "H", "H", "H", "H", "H", "H", "H", "H", "H", "H", "H", "H", "H", "H", "H", "H", "H", "H", "H", "H", "H", "H", "H", "H", "H", "H", "H", "H", "H", "H", "H", "H", "H", "H", "H", "O", "H", "H", "O", "H", "H", "O", "N", "O", "F", "C", "F", "F", "C", "O", "O"],
  "xyz": [[0.514, 0.824, 4.532], [1.800, 3.639, 2.882], [1.619, 2.485, 2.079], [1.624, 2.650, 0.740], [0.608, 3.355, 0.096], [-0.711, 3.754, 0.740], [-1.778, 2.769, 0.397], [-2.934, 3.202, -0.215], [-4.044, 2.439, -0.423], [-4.083, 1.193, 0.193], [-3.001, 0.664, 0.871], [-3.237, -0.553, 1.697], [-2.514, -1.742, 1.158], [-2.886, -2.209, -0.110], [-2.247, -3.272, -0.743], [-1.051, -3.688, -0.181], [-0.592, -3.187, 1.059], [0.855, -3.508, 1.443], [1.739, -2.687, 0.547], [2.423, -3.258, -0.541], [3.244, -2.507, -1.381], [3.383, -1.154, -1.122], [2.916, -0.534, 0.032], [3.419, 0.850, 0.436], [2.583, 1.981, -0.066], [2.670, 2.282, -1.407], [1.728, 3.063, -2.085], [0.652, 3.423, -1.321], [1.832, 3.548, -3.482], [1.762, 5.096, -3.470], [3.151, 3.061, -4.167], [0.636, 3.018, -4.325], [2.074, -1.303, 0.890], [1.701, -0.831, 2.013], [4.101, -3.150, -2.458], [3.850, -2.461, -3.817], [3.743, -4.665, -2.506], [5.621, -2.985, -2.069], [-1.413, -2.351, 1.798], [-1.036, -2.008, 3.052], [-1.611, -2.704, 4.183], [-2.825, -3.946, -2.002], [-2.713, -5.467, -1.801], [-4.327, -3.561, -2.067], [-2.138, -3.490, -3.339], [-1.715, 1.357, 0.935], [-0.681, 0.855, 1.430], [-5.085, 2.959, -1.404], [-6.337, 2.033, -1.484], [-4.319, 3.018, -2.742], [-5.602, 4.410, -1.123], [2.347, 4.438, 2.340], [2.394, 3.346, 3.747], [0.844, 4.075, 3.195], [-0.985, 4.706, 0.283], [-0.618, 3.879, 1.805], [-2.909, 4.223, -0.532], [-5.017, 0.626, 0.107], [-4.326, -0.724, 1.718], [-2.813, -0.365, 2.690], [-3.767, -1.692, -0.519], [-0.456, -4.369, -0.800], [1.055, -4.564, 1.323], [0.998, -3.151, 2.446], [2.361, -4.334, -0.750], [3.913, -0.540, -1.833], [4.443, 0.938, 0.082], [3.390, 0.920, 1.482], [3.456, 1.779, -1.959], [-0.281, 3.729, -1.823], [2.519, 5.495, -2.785], [0.784, 5.402, -3.057], [1.899, 5.545, -4.464], [4.059, 3.340, -3.618], [3.256, 3.496, -5.180], [3.077, 1.989, -4.221], [-0.339, 3.315, -3.931], [0.643, 1.929, -4.442], [0.688, 3.495, -5.349], [2.847, -2.593, -4.194], [4.552, -2.869, -4.571], [4.068, -1.384, -3.850], [2.712, -4.958, -2.596], [4.143, -5.165, -1.625], [4.248, -5.121, -3.362], [5.934, -1.920, -2.057], [6.283, -3.512, -2.774], [5.750, -3.420, -1.091], [-1.590, -3.767, 4.005], [-2.616, -2.324, 4.393], [-0.920, -2.446, 4.991], [-3.062, -5.743, -0.816], [-1.662, -5.854, -1.940], [-3.319, -6.063, -2.535], [-4.726, -3.851, -1.122], [-4.847, -4.096, -2.831], [-4.494, -2.500, -2.250], [-1.101, -3.873, -3.443], [-2.100, -2.405, -3.334], [-2.676, -3.803, -4.216], [-6.069, 0.978, -1.621], [-6.988, 2.319, -2.337], [-6.953, 2.135, -0.621], [-3.860, 2.070, -3.039], [-3.553, 3.809, -2.706], [-4.998, 3.367, -3.531], [-5.806, 4.578, -0.053], [-6.535, 4.508, -1.692], [-4.931, 5.263, -1.448], [3.185, 1.260, 4.479], [3.467, 0.342, 4.171], [3.311, 1.241, 5.449], [3.466, -1.449, 3.834], [2.687, -1.377, 3.147], [3.089, -1.792, 4.689], [-1.403, 3.776, 4.647], [-1.686, 4.496, 5.657], [-1.623, 4.173, 6.873], [3.840, -1.602, 7.828], [2.482, -1.753, 7.832], [2.207, -3.066, 7.526], [2.081, -1.579, 9.110], [1.866, -0.773, 6.827], [1.243, -1.313, 5.828], [2.069, 0.428, 7.063]],
  "mulliken_charge": [1.06, -1.02, 0.26, -0.20, 0.37, -1.09, 0.26, -1.14, -0.62, -0.40, 0.38, -1.52, 0.48, -0.06, 0.07, -0.51, 0.52, -1.27, -0.25, 0.05, -0.20, -0.43, 0.53, -1.41, 0.53, -0.30, -0.30, -0.45, 1.77, -1.56, -2.01, -1.47, 0.53, -0.50, 2.00, -1.65, -2.12, -1.51, -0.03, 0.22, -0.91, 1.60, -1.57, -1.97, -1.63, 0.32, -0.20, 2.15, -2.07, -1.55, -1.73, 0.35, 0.25, 0.18, 0.55, -0.01, 0.53, 0.47, 0.52, 0.31, 0.16, 0.21, 0.73, 0.20, 0.48, 0.35, 0.75, 0.32, 0.47, 0.31, 0.35, 0.33, 0.41, 0.34, 0.39, 0.39, 0.27, 0.32, 0.40, 0.38, 0.42, 0.32, 0.39, 0.43, 0.40, 0.31, 0.42, 0.38, 0.34, 0.22, 0.13, 0.39, 0.29, 0.37, 0.49, 0.46, 0.33, 0.25, 0.35, 0.46, 0.35, 0.44, 0.46, 0.32, 0.42, 0.43, 0.35, 0.49, 0.32, -0.51, 0.34, 0.26, -0.86, 0.47, 0.19, -0.50, 0.22, -0.50, -0.27, 0.75, -0.26, -0.27, 0.30, -0.53, -0.72],
  "lumo_ev": [-0.26, 0.24],
  "e_tot_ev": -85591.6690,
  "charge": -1,
  "homo_energy_ev": [-3.11, -3.11],
  "orbital_gap_ha": [0.1049, 0.1231]
}